(1)
ORCA calculation (wB97M-V/def2-TZVPD) on 4 unconnected molecules or ions with the total composition C18H38BrClFN4O8P2S3.

Atoms and positions in Å:
1 C -5.28569 1.09859 2.09415
2 C -5.83139 -0.32560 1.94392
3 C -4.75535 -1.32160 1.53300
4 C -3.72920 -1.60564 2.62862
5 C -2.73249 -2.68273 2.15923
6 C -1.65644 -2.13470 1.23836
7 N -0.39641 -1.72095 1.91290
8 C -0.27249 -1.59841 3.35814
9 C -0.34290 -0.13939 3.76544
10 O -1.16991 0.61977 3.39998
11 F 0.63420 0.23277 4.58130
12 C 0.68404 -1.34901 1.24068
13 N 1.81922 -0.92896 1.82338
14 C 2.67562 -0.63034 0.86087
15 C 4.05511 -0.16014 1.13539
16 C 4.12650 1.02474 2.06758
17 O 4.99783 1.16613 2.83509
18 Br 2.70234 2.31639 1.90248
19 N 2.14330 -0.82840 -0.36387
20 P 3.07456 -0.51067 -1.82381
21 P 1.90884 0.73464 -3.21247
22 O 2.85204 1.59340 -3.91906
23 O 1.14451 -0.26628 -4.19418
24 O 0.74918 1.44411 -2.41840
25 N 0.86016 -1.29273 -0.11634
26 Cl -0.13366 -1.64104 -1.41746
27 H -4.42538 1.10642 2.75767
28 H -4.99060 1.48074 1.11937
29 H -6.06528 1.74980 2.47938
30 H -6.55654 -0.29341 1.12933
31 H -6.36917 -0.64934 2.83202
32 H -4.26673 -0.98882 0.61655
33 H -5.22738 -2.27786 1.30235
34 H -3.17430 -0.70758 2.88957
35 H -4.25721 -1.98505 3.50154
36 H -3.29940 -3.39048 1.55773
37 H -2.33753 -3.25954 2.99170
38 H -1.41045 -2.90082 0.51299
39 H -2.05343 -1.27707 0.70132
40 H 0.68101 -1.98800 3.70113
41 H -1.04474 -2.15969 3.86486
42 H 4.61391 0.02970 0.21583
43 H 4.57604 -0.96350 1.65583
44 H 3.09719 -1.77125 -2.44916
45 H 0.18991 -0.23362 -4.04955
46 H 0.94203 2.39947 -2.27958
47 C -1.37657 5.15801 -1.12511
48 S 0.35197 5.47629 -1.47861
49 O 0.92448 4.21696 -2.04370
50 C 0.89750 5.55507 0.22216
51 H -1.89329 5.02892 -2.07354
52 H -1.46646 4.25168 -0.52597
53 H -1.79546 6.01176 -0.59374
54 H 0.65271 4.61756 0.72237
55 H 0.41959 6.39293 0.72843
56 H 1.97572 5.70099 0.21743
57 C -1.54592 -5.37328 -1.98648
58 S -2.84342 -4.16450 -2.27274
59 O -3.15641 -3.55392 -0.94672
60 C -4.14708 -5.33686 -2.63851
61 H -0.64375 -4.83635 -1.69891
62 H -1.84728 -6.04756 -1.18489
63 H -1.36086 -5.92986 -2.90473
64 H -4.27483 -6.01215 -1.79298
65 H -3.88870 -5.89222 -3.53957
66 H -5.06287 -4.77445 -2.80514
67 C 6.31413 2.69879 -3.38775
68 S 6.81771 1.73639 -1.96422
69 O 5.76105 0.68797 -1.78342
70 C 6.49187 3.00066 -0.73311
71 H 6.39969 2.06344 -4.26606
72 H 5.27844 3.01663 -3.26643
73 H 6.97710 3.55781 -3.48899
74 H 5.44676 3.30736 -0.79526
75 H 7.15073 3.85026 -0.90811
76 H 6.69999 2.57759 0.24850

Results
**Highest occupied orbital energy**: -11.10 eV
**LUMO energy**: -2.89 eV
**Max |F|**: 0.019 hartree/bohr
**2S+1**: 1
**Energy**: -6540.7178 a.u.
**Net charge**: +1

Charge distribution, Löwdin scheme, values in e: atom 1 (C): -0.1000, atom 2 (C): -0.2577, atom 3 (C): -0.2233, atom 4 (C): -0.1909, atom 5 (C): -0.1750, atom 6 (C): -0.1570, atom 7 (N): 0.0123, atom 8 (C): -0.0341, atom 9 (C): -0.4558, atom 10 (O): 0.1755, atom 11 (F): 0.1327, atom 12 (C): -0.2983, atom 13 (N): 0.2202, atom 14 (C): -0.3567, atom 15 (C): -0.1109, atom 16 (C): -0.8018, atom 17 (O): 0.0911, atom 18 (Br): 0.7783, atom 19 (N): -0.2645, atom 20 (P): 1.0132, atom 21 (P): 0.2211, atom 22 (O): -0.2773, atom 23 (O): -0.1753, atom 24 (O): -0.1782, atom 25 (N): -0.3900, atom 26 (Cl): 0.8740, atom 27 (H): 0.0585, atom 28 (H): 0.0709, atom 29 (H): 0.0705, atom 30 (H): 0.1039, atom 31 (H): 0.1073, atom 32 (H): 0.1101, atom 33 (H): 0.1144, atom 34 (H): 0.0835, atom 35 (H): 0.1224, atom 36 (H): 0.0994, atom 37 (H): 0.1062, atom 38 (H): 0.0665, atom 39 (H): 0.1147, atom 40 (H): 0.1322, atom 41 (H): 0.1282, atom 42 (H): 0.0705, atom 43 (H): 0.1510, atom 44 (H): -0.0468, atom 45 (H): 0.0651, atom 46 (H): 0.0339, atom 47 (C): -0.2550, atom 48 (S): 0.8652, atom 49 (O): -0.5633, atom 50 (C): -0.2664, atom 51 (H): 0.0555, atom 52 (H): 0.0604, atom 53 (H): 0.0606, atom 54 (H): 0.0367, atom 55 (H): 0.0626, atom 56 (H): 0.0535, atom 57 (C): -0.2624, atom 58 (S): 0.8048, atom 59 (O): -0.5641, atom 60 (C): -0.2559, atom 61 (H): 0.0301, atom 62 (H): 0.0644, atom 63 (H): 0.0602, atom 64 (H): 0.0644, atom 65 (H): 0.0603, atom 66 (H): 0.0561, atom 67 (C): -0.2586, atom 68 (S): 0.8381, atom 69 (O): -0.6479, atom 70 (C): -0.2620, atom 71 (H): 0.0573, atom 72 (H): 0.0519, atom 73 (H): 0.0580, atom 74 (H): 0.0561, atom 75 (H): 0.0583, atom 76 (H): 0.0470

---

(2)
ORCA calculation (wB97M-V/def2-TZVPD) on 2 unconnected molecules or ions with the total composition C18H38N2O5PS in a non-equilibrium geometry.

Atoms and positions in Å:
1 C 2.99556 -3.48854 0.80657
2 O 3.28346 -2.10578 0.94098
3 C 2.38270 -1.31682 0.18030
4 C 2.22274 0.04362 0.80052
5 C 1.66160 1.07190 -0.20974
6 C 0.21902 1.53677 0.08473
7 C -0.73413 1.26218 -1.09782
8 C -1.92366 0.33422 -0.77330
9 P -3.23564 1.43632 -0.11650
10 O -4.36783 0.60822 0.66276
11 O -2.54552 2.30854 1.03523
12 S -4.04666 2.52802 -1.50636
13 C -2.45568 -0.28555 -2.09946
14 C -1.78622 -1.58321 -2.51651
15 C -2.56636 -2.10300 -3.72618
16 C -0.34325 -1.39185 -2.99637
17 N -1.84202 -2.64956 -1.47273
18 O -0.90113 -3.51183 -1.58102
19 C -2.14695 -2.18161 -0.08530
20 C -3.64977 -2.28812 0.14717
21 C -1.50603 -3.15242 0.90507
22 C -1.54039 -0.81069 0.20043
23 H 3.78872 -4.06857 1.26319
24 H 2.93725 -3.76884 -0.24396
25 H 2.06640 -3.70950 1.32760
26 H 1.42788 -1.83799 0.08016
27 H 2.78158 -1.22137 -0.83119
28 H 1.64932 0.00089 1.71895
29 H 3.22934 0.35129 1.06571
30 H 2.31385 1.93605 -0.18709
31 H 1.75484 0.65270 -1.20587
32 H -0.13553 1.14341 1.02625
33 H 0.26736 2.60785 0.21675
34 H -1.16574 2.21246 -1.40069
35 H -0.20548 0.91608 -1.96665
36 H -5.12576 0.58053 0.04655
37 H -2.96001 2.06815 1.88684
38 H -2.33198 0.44454 -2.88712
39 H -3.52494 -0.43676 -2.01315
40 H -2.43712 -1.40972 -4.55036
41 H -3.62867 -2.16282 -3.50872
42 H -2.23820 -3.10097 -3.98144
43 H -0.12700 -2.15306 -3.72997
44 H -0.25155 -0.44112 -3.50687
45 H 0.37535 -1.39847 -2.18689
46 H -3.97143 -1.78089 1.04392
47 H -3.90174 -3.33530 0.26866
48 H -4.22000 -1.95051 -0.70788
49 H -0.43088 -3.04589 0.94106
50 H -1.81459 -4.16950 0.72420
51 H -1.87848 -2.86353 1.88522
52 H -1.87252 -0.54215 1.20047
53 H -0.46740 -0.92520 0.27235
54 C 2.11209 3.91915 2.21843
55 O 1.28590 3.30114 2.86093
56 N 3.43140 3.93871 2.48631
57 C 4.37108 4.69314 1.68103
58 C 3.91964 3.17350 3.62142
59 H 1.84064 4.52633 1.33616
60 H 5.11532 4.02373 1.24472
61 H 4.88188 5.43680 2.29596
62 H 3.84571 5.20445 0.87735
63 H 3.67742 2.11798 3.49322
64 H 3.44518 3.52164 4.53921
65 H 4.99704 3.29083 3.70276

Results
**Highest occupied orbital energy (spin up / spin down)**: -8.35 / -8.85 eV
**LUMO energy (spin up / spin down)**: 0.49 / 0.44 eV
**⟨S²⟩**: 0.754
**Max |F|**: 0.036 hartree/bohr
**2S+1**: 2
**Energy**: -1933.8981 a.u.

Charge distribution, Löwdin scheme, values in e: atom 1 (C): -0.1011, atom 2 (O): -0.1802, atom 3 (C): -0.2606, atom 4 (C): -0.1623, atom 5 (C): -0.1638, atom 6 (C): -0.1794, atom 7 (C): -0.1675, atom 8 (C): -0.4447, atom 9 (P): 0.2396, atom 10 (O): -0.2084, atom 11 (O): -0.1679, atom 12 (S): 0.3181, atom 13 (C): -0.1489, atom 14 (C): -0.4703, atom 15 (C): -0.0242, atom 16 (C): -0.0176, atom 17 (N): -0.1024, atom 18 (O): -0.0127, atom 19 (C): -0.4662, atom 20 (C): -0.0202, atom 21 (C): -0.0308, atom 22 (C): -0.0806, atom 23 (H): 0.0834, atom 24 (H): 0.0897, atom 25 (H): 0.0798, atom 26 (H): 0.0921, atom 27 (H): 0.1256, atom 28 (H): 0.1163, atom 29 (H): 0.1081, atom 30 (H): 0.0945, atom 31 (H): 0.0947, atom 32 (H): 0.0937, atom 33 (H): 0.0929, atom 34 (H): 0.0866, atom 35 (H): 0.0862, atom 36 (H): 0.0738, atom 37 (H): 0.1010, atom 38 (H): 0.1141, atom 39 (H): 0.0868, atom 40 (H): 0.0931, atom 41 (H): 0.0834, atom 42 (H): 0.0870, atom 43 (H): 0.0834, atom 44 (H): 0.0860, atom 45 (H): 0.0730, atom 46 (H): 0.0775, atom 47 (H): 0.0884, atom 48 (H): 0.0747, atom 49 (H): 0.0639, atom 50 (H): 0.0890, atom 51 (H): 0.0954, atom 52 (H): 0.1249, atom 53 (H): 0.1004, atom 54 (C): -0.3675, atom 55 (O): 0.0129, atom 56 (N): -0.1972, atom 57 (C): -0.0593, atom 58 (C): -0.0375, atom 59 (H): 0.1344, atom 60 (H): 0.0888, atom 61 (H): 0.0888, atom 62 (H): 0.0822, atom 63 (H): 0.0883, atom 64 (H): 0.0929, atom 65 (H): 0.0859

---

(3)
ORCA calculation (wB97M-V/def2-TZVPD) on a molecular structure, C18H38N4O10V in a non-equilibrium geometry.

Atoms and positions in Å:
1 O 0.90273 -0.25811 0.09427
2 V -0.68008 0.08933 0.10471
3 O -0.91311 1.08803 1.30431
4 N -3.79386 -0.32678 -1.15197
5 O -4.22923 -1.45900 -1.34504
6 O -2.83610 0.02592 -0.50683
7 O -4.23849 0.49452 -2.01947
8 N -1.42925 -0.83594 -3.36402
9 O -1.89515 -0.01292 -4.20984
10 O -0.81174 -0.48945 -2.36893
11 O -1.90858 -1.93956 -3.45944
12 C -0.73939 -3.58190 -0.54167
13 C -0.90573 -3.89524 0.92246
14 C 0.32993 -4.80461 1.42783
15 C 0.61523 -4.76248 2.86481
16 C 0.45661 -3.33944 3.47951
17 C -0.76630 -2.53429 3.10906
18 N -0.94818 -2.58887 1.65755
19 O -1.80348 -1.74173 1.12721
20 C -1.92096 -3.21624 3.94229
21 C -0.51833 -1.02227 3.60432
22 C -2.19312 -4.72382 1.20348
23 H -0.38644 -4.44503 -1.10605
24 H 0.07513 -2.90709 -0.80489
25 H -1.61348 -3.15417 -1.03271
26 H 0.05841 -5.84136 1.22908
27 H 1.22248 -4.51189 0.87484
28 H 1.67145 -4.95697 3.05105
29 H -0.06138 -5.44419 3.38013
30 H 1.26821 -2.70449 3.12419
31 H 0.55926 -3.34673 4.56463
32 H -2.86292 -2.94917 3.46323
33 H -1.71874 -4.26071 4.17954
34 H -1.97283 -2.66718 4.88247
35 H 0.40134 -0.60874 3.19044
36 H -1.39082 -0.38547 3.45819
37 H -0.55102 -0.98085 4.69304
38 H -3.08854 -4.12737 1.02863
39 H -2.29597 -4.99419 2.25440
40 H -2.19922 -5.55660 0.50023
41 H -2.65871 -2.16429 1.23511
42 C 0.02675 2.85500 -3.65477
43 C 1.18320 2.88651 -2.63621
44 C 2.25664 3.79690 -3.32407
45 C 3.33151 4.29517 -2.29694
46 C 2.57851 5.02689 -1.15585
47 C 1.49142 4.13348 -0.41789
48 N 0.64261 3.44013 -1.45283
49 O -0.42824 2.83849 -0.94335
50 C 2.12140 3.11147 0.52135
51 C 0.67481 5.07948 0.41781
52 C 1.83223 1.44491 -2.43045
53 H 0.36820 2.73936 -4.68343
54 H -0.52061 3.79647 -3.60869
55 H -0.65024 2.00073 -3.65429
56 H 2.70042 3.21629 -4.13280
57 H 1.93606 4.70773 -3.82976
58 H 4.15357 4.90803 -2.66671
59 H 3.85001 3.45923 -1.82739
60 H 2.08621 5.95053 -1.46023
61 H 3.30381 5.19812 -0.36041
62 H 2.78336 2.43855 -0.02373
63 H 2.81444 3.62288 1.18937
64 H 1.35033 2.52588 1.02197
65 H 1.38087 5.67198 0.99966
66 H 0.05340 5.70654 -0.22153
67 H -0.08334 4.57512 1.01691
68 H 1.18359 0.86149 -1.77701
69 H 2.83009 1.36458 -1.99928
70 H 1.64912 0.82850 -3.31056
71 H -1.12977 3.36089 -1.33902

Results
**Highest occupied orbital energy (spin up / spin down)**: -0.79 / -2.06 eV
**LUMO energy (spin up / spin down)**: 4.40 / 4.40 eV
**⟨S²⟩**: 0.758
**Max |F|**: 0.146 hartree/bohr
**2S+1**: 2
**Energy**: -2623.7213 a.u.
**Net charge**: -2

Charge distribution, Löwdin scheme, values in e: atom 1 (O): -0.5165, atom 2 (V): 0.7913, atom 3 (O): -0.4769, atom 4 (N): -0.5911, atom 5 (O): -0.0377, atom 6 (O): -0.1001, atom 7 (O): -0.0770, atom 8 (N): -0.6100, atom 9 (O): -0.0798, atom 10 (O): -0.0793, atom 11 (O): -0.0284, atom 12 (C): -0.0356, atom 13 (C): -0.4229, atom 14 (C): -0.1364, atom 15 (C): -0.2030, atom 16 (C): -0.1559, atom 17 (C): -0.4537, atom 18 (N): -0.1484, atom 19 (O): -0.0502, atom 20 (C): -0.0388, atom 21 (C): -0.0133, atom 22 (C): -0.0274, atom 23 (H): 0.0839, atom 24 (H): 0.0857, atom 25 (H): 0.0803, atom 26 (H): 0.1065, atom 27 (H): 0.1196, atom 28 (H): 0.1056, atom 29 (H): 0.0954, atom 30 (H): 0.1174, atom 31 (H): 0.1145, atom 32 (H): 0.0769, atom 33 (H): 0.0614, atom 34 (H): 0.0628, atom 35 (H): 0.0822, atom 36 (H): 0.0693, atom 37 (H): 0.0601, atom 38 (H): 0.0776, atom 39 (H): 0.0547, atom 40 (H): 0.0836, atom 41 (H): 0.1061, atom 42 (C): -0.0376, atom 43 (C): -0.4697, atom 44 (C): -0.1327, atom 45 (C): -0.1774, atom 46 (C): -0.1307, atom 47 (C): -0.4801, atom 48 (N): -0.1699, atom 49 (O): 0.0022, atom 50 (C): -0.0256, atom 51 (C): -0.0594, atom 52 (C): -0.0167, atom 53 (H): 0.0754, atom 54 (H): 0.0820, atom 55 (H): 0.0604, atom 56 (H): 0.1040, atom 57 (H): 0.1016, atom 58 (H): 0.0886, atom 59 (H): 0.0872, atom 60 (H): 0.1041, atom 61 (H): 0.0974, atom 62 (H): 0.0687, atom 63 (H): 0.0721, atom 64 (H): 0.0767, atom 65 (H): 0.0802, atom 66 (H): 0.0790, atom 67 (H): 0.0861, atom 68 (H): 0.0173, atom 69 (H): 0.0659, atom 70 (H): 0.0774, atom 71 (H): 0.1208

---

Which formula does entry 1 have?
C18H38BrClFN4O8P2S3